Record 1
This record from the OMol25 dataset describes a structure of composition C19H19BrN3O2STc. The level of theory is ωB97M-V with the def2-TZVPD basis set.

Output
Energy above the lowest of the compared OMol25 structures with the same formula, charge and spin, kJ/mol: 124.60
E_HOMO (alpha / beta), Eh: -0.676 / -0.676
Spin multiplicity: 2
Total charge: +3

Structure (XYZ):
```
46
C19H19BrN3O2STc | the OMol25 dataset | ωB97M-V with the def2-TZVPD basis set
Tc -0.145 -0.442 -0.308
C -2.024 0.194 2.185
C -0.985 0.900 1.364
C -1.332 1.533 0.129
C -0.621 2.680 -0.311
C -1.167 3.562 -1.378
C 0.561 3.016 0.345
C 1.081 2.231 1.370
C 2.390 2.564 2.002
C 0.286 1.174 1.878
H -1.615 -0.646 2.750
H -2.871 -0.136 1.587
H -2.394 0.916 2.919
H -2.355 1.426 -0.220
H -1.450 4.516 -0.920
H -2.049 3.154 -1.865
H -0.411 3.815 -2.123
H 1.066 3.937 0.078
H 2.891 1.673 2.383
H 2.220 3.217 2.866
H 3.046 3.100 1.319
H 0.590 0.685 2.799
Br 1.916 2.052 -2.321
C 2.861 0.722 -1.396
C 4.249 0.718 -1.439
C 4.928 -0.354 -0.891
C 4.205 -1.413 -0.346
C 2.840 -1.300 -0.305
N 2.161 -0.238 -0.796
C 1.994 -2.351 0.295
O 2.300 -3.451 0.561
O 0.716 -1.846 0.471
H 4.774 1.531 -1.921
H 6.010 -0.383 -0.911
H 4.680 -2.306 0.038
S -1.327 -1.209 -2.094
C -2.527 -2.219 -1.315
N -3.219 -3.095 -2.068
C -4.117 -3.933 -1.509
C -4.329 -3.875 -0.154
C -3.612 -2.923 0.561
N -2.715 -2.111 -0.021
H -3.074 -3.126 -3.075
H -4.640 -4.616 -2.167
H -5.029 -4.544 0.327
H -3.757 -2.798 1.628
```

Record 2
This record from the OMol25 dataset describes a cluster of 5 separate species, C5H17NO6 in total. The level of theory is ωB97M-V with the def2-TZVPD basis set.

Output
Energy above the lowest of the compared OMol25 structures with the same formula, charge and spin, kJ/mol: 282.51
SMILES: O=C(O)[C@H]1CCCN1.O.O.O.O
E_HOMO, Eh: -0.365
Total charge: 0

Structure (XYZ):
```
29
C5H17NO6 | the OMol25 dataset | ωB97M-V with the def2-TZVPD basis set
N 0.176 -0.104 -0.296
C -0.555 -0.035 -1.663
C -0.156 1.453 -2.283
C 0.811 2.106 -1.276
C 1.201 0.965 -0.213
C 2.622 0.368 -0.522
O 2.906 -1.020 -0.536
O 3.554 1.070 -0.793
H -0.514 0.149 0.426
H -0.102 -0.864 -2.134
H -1.645 -0.099 -1.652
H -1.045 2.070 -2.512
H 0.416 1.540 -3.351
H 1.706 2.628 -1.706
H 0.647 3.128 -0.985
H 1.438 1.417 0.846
H 2.181 -1.410 -0.039
H -2.479 2.471 2.165
H -2.380 0.985 1.521
O -2.277 1.905 1.396
H 0.499 -3.514 -0.294
H 0.207 -2.145 0.145
O 0.485 -2.991 0.533
H -1.832 -1.403 2.009
H -3.213 -1.089 1.389
O -2.444 -0.777 1.652
H 0.360 -1.849 3.216
H -0.120 -2.691 2.088
O -0.450 -2.265 2.868
```

Record 3
This record from the OMol25 dataset describes a structure of composition C41H33CuF2N7OP. The level of theory is ωB97M-V with the def2-TZVPD basis set.

Output
E_HOMO, Eh: -0.270
Total charge: 0

Structure (XYZ):
```
86
C41H33CuF2N7OP | the OMol25 dataset | ωB97M-V with the def2-TZVPD basis set
Cu -0.472 0.093 0.280
O -2.151 -1.419 -3.745
N -2.492 -0.286 -3.060
C -3.649 0.130 -3.315
C -4.149 1.350 -2.687
C -5.347 1.838 -3.212
C -5.908 3.013 -2.760
C -5.278 3.707 -1.747
C -4.114 3.223 -1.179
C -3.504 2.044 -1.613
P -1.877 1.556 -0.829
C -1.898 2.729 0.600
C -2.944 2.642 1.522
C -2.982 3.465 2.634
C -1.952 4.365 2.872
C -0.875 4.409 2.000
C -0.843 3.593 0.879
C -0.805 2.419 -2.048
C 0.150 1.701 -2.760
C 0.848 2.298 -3.798
C 0.616 3.628 -4.118
C -0.283 4.371 -3.365
C -0.992 3.769 -2.337
H -1.424 -1.770 -3.215
H -4.288 -0.396 -4.025
H -5.827 1.282 -4.009
H -6.822 3.386 -3.201
H -5.696 4.644 -1.401
H -3.671 3.790 -0.375
H -3.746 1.930 1.352
H -3.814 3.401 3.326
H -1.990 5.019 3.732
H -0.046 5.079 2.193
H 0.008 3.627 0.212
H 0.358 0.675 -2.493
H 1.579 1.729 -4.358
H 1.147 4.091 -4.940
H -0.444 5.417 -3.591
H -1.699 4.352 -1.761
F 2.255 -3.083 3.499
C 2.290 -1.928 2.789
C 1.132 -1.460 2.207
C 1.093 -0.248 1.495
C 2.304 0.472 1.472
C 3.454 -0.047 2.055
F 4.607 0.660 1.980
C 3.496 -1.268 2.694
C 2.394 1.847 0.910
C 2.655 2.909 1.779
C 2.755 4.190 1.271
C 2.614 4.373 -0.097
C 2.360 3.261 -0.882
N 2.239 2.024 -0.400
H 0.227 -2.049 2.338
H 4.408 -1.671 3.108
H 2.774 2.716 2.837
H 2.952 5.033 1.922
H 2.697 5.353 -0.547
H 2.241 3.364 -1.954
C 1.538 -2.376 -1.373
C 0.279 -2.720 -0.662
N -0.715 -1.881 -0.446
C -1.712 -2.593 0.174
C -1.324 -3.884 0.318
N -0.056 -3.968 -0.218
C 0.701 -5.198 -0.363
N 1.920 -5.269 0.389
N 3.123 -5.088 -0.219
N 4.058 -5.346 0.600
C 3.511 -5.729 1.803
C 4.101 -6.132 3.002
C 3.259 -6.466 4.037
C 1.862 -6.407 3.899
C 1.262 -6.009 2.726
C 2.115 -5.678 1.677
H 1.789 -1.331 -1.183
H 1.418 -2.523 -2.451
H 2.364 -3.002 -1.051
H -2.638 -2.120 0.458
H -1.834 -4.736 0.733
H 0.973 -5.342 -1.409
H 0.054 -6.013 -0.043
H 5.177 -6.169 3.100
H 3.676 -6.777 4.985
H 1.242 -6.659 4.749
H 0.186 -5.925 2.636
```

Q: What is the formula in the second record?
A: C5H17NO6